Computed, not measured: a 2-piece molecular cluster, C2H8OP2S overall in a non-equilibrium geometry, with ωB97M-V/def2-TZVPD.

Atoms and positions in Å:
O  0.800571  -0.533154  -1.827020
P  2.173785  -0.884379  -0.983951
P  1.373568  -1.802427  0.916063
S  -0.203779  -2.879042  0.147356
H  0.418625  -1.452726  -2.200496
H  2.230606  0.322434  -0.329169
H  2.202016  -2.925853  0.919752
H  -0.714720  -1.661331  -0.226772
C  -1.111697  2.195091  0.040719
C  -1.492376  1.593465  1.132256
H  -1.267608  3.310275  0.126939
H  -0.870002  1.879770  -0.993299
H  -1.485950  0.588521  1.426049
H  -2.053040  2.249355  1.851572

Cartesian forces (eV/Å) of the 6 atoms listed first:
O -1.687 -3.080 -1.210
P 0.579 -0.910 -0.286
P 0.808 0.669 0.919
S -1.248 0.418 -0.929
H 1.268 3.062 1.108
H 0.096 0.955 0.248

Values from the calculation:
- HOMO (eV) = -8.17
- orbital gap (eV) = 8.3235
- ΔE to the lowest compared entry with this formula, charge and spin (eV) = 1.577
- strongest force on any atom (eV/A) = 3.71
- SMILES = O[PH]#[PH]S.C=C

Results of the natural (NBO) charge analysis, in e, for atoms 1 through 2:
1 O -0.9886
2 P 0.6198

Computed, not measured: an isolated ion of composition C15H31N6O3 and charge +1 in a non-equilibrium geometry, with ωB97M-V/def2-TZVPD.

Atoms and positions in Å:
C  -5.220875  2.118032  -1.505855
N  -3.948190  1.508627  -1.368880
C  -2.853853  2.086430  -0.839554
O  -2.658138  3.261826  -0.467836
C  -1.583143  1.111098  -0.767195
C  -0.715226  1.037786  -2.005586
C  0.434167  -0.015928  -1.964068
C  -0.282556  -1.447756  -1.814620
N  0.778645  -2.489042  -1.905614
C  1.539527  -2.879580  -0.855352
N  1.438105  -2.334608  0.301998
N  1.868329  -4.084810  -0.756462
N  -0.741921  1.574545  0.390227
C  -0.209615  0.767755  1.349944
O  -0.329398  -0.493255  1.349900
C  0.707925  1.450282  2.404991
C  1.919511  0.531689  2.846950
C  2.639684  0.893528  4.079627
C  1.825630  1.093426  5.342113
C  3.863772  -0.086827  4.363332
N  1.085588  2.802092  2.114449
C  1.607078  3.108001  0.915705
C  2.364930  4.445074  0.776841
O  1.700252  2.293297  -0.043227
H  -6.015568  1.559377  -1.018926
H  -5.297705  3.154649  -1.095662
H  -5.500484  2.028938  -2.505743
H  -3.856698  0.506130  -1.474777
H  -2.100386  0.092766  -0.501331
H  -1.253489  0.775161  -2.897328
H  -0.322505  1.997135  -2.177494
H  0.833918  -0.069426  -3.034103
H  1.146750  0.052947  -1.178991
H  -1.126996  -1.477293  -2.621926
H  -0.731517  -1.392851  -0.941296
H  0.800977  -3.066440  -2.710482
H  2.033122  -2.686307  1.051713
H  0.967620  -1.436014  0.468705
H  2.396255  -4.373786  0.167479
H  1.705506  -4.736450  -1.439381
H  -0.293764  2.493316  0.307218
H  0.156410  1.415628  3.399842
H  1.658570  -0.525736  2.806886
H  2.592898  0.753875  2.040173
H  3.150540  1.874450  3.906103
H  2.545021  1.469174  6.143764
H  1.120634  1.935920  5.282425
H  1.296952  0.309612  5.651651
H  4.343102  0.212981  5.301409
H  3.551055  -1.068213  4.483231
H  4.684400  -0.013148  3.590776
H  1.067211  3.590677  2.713452
H  3.321274  4.294235  1.295305
H  1.721652  5.170739  1.162285
H  2.487556  4.649175  -0.334629

Cartesian forces (eV/Å) of the 6 atoms listed first:
C -1.315 0.759 1.284
N 1.491 -0.251 1.004
C 2.782 1.801 0.423
O -1.321 -2.213 -0.910
C -1.640 -1.023 1.945
C 0.686 -1.212 0.392

Values from the calculation:
- net charge = +1
- HOMO (eV) = -11.88
- orbital gap (eV) = 9.2771
- ΔE to the lowest compared entry with this formula, charge and spin (eV) = 3.775
- strongest force on any atom (eV/A) = 7.97
- SMILES = CNC(=O)[C@@H](CCCNC(N)=[NH2+])NC(=O)[C@@H](CC(C)C)NC(C)=O

Results of the natural (NBO) charge analysis, in e, for atoms 1 through 2:
1 C -0.4243
2 N -0.5959

Computed, not measured: C41H62IrN2O2P2Si as an isolated structure in a non-equilibrium geometry, with ωB97M-V/def2-TZVPD.

Atoms and positions in Å:
Ir  0.766121  0.241997  -1.200541
C  -1.710979  -0.391159  1.412718
Si  -1.451723  0.232854  -0.328234
C  -2.412116  -0.907737  -1.483040
C  -3.802551  -0.856774  -1.626278
C  -4.490532  -1.796990  -2.373115
C  -3.792887  -2.834001  -2.975439
C  -2.417105  -2.906347  -2.845972
C  -1.711444  -1.943441  -2.118459
P  0.121770  -1.976805  -1.961597
C  0.720622  -2.514592  -3.637745
C  2.202190  -2.121288  -3.850272
C  2.858310  -2.876609  -5.013547
C  1.850526  -3.094191  -6.135065
C  0.712532  -4.006667  -5.643151
C  0.559613  -3.967765  -4.114349
C  0.439873  -3.239440  -0.656475
C  -0.251685  -4.601673  -0.840914
C  0.340260  -5.602664  0.150174
C  1.803096  -5.921420  -0.201502
C  2.497906  -4.725134  -0.871158
C  1.945879  -3.408734  -0.332928
C  -2.058508  2.017048  -0.336062
C  -3.389253  2.379423  -0.098150
C  -3.773127  3.705719  -0.008013
C  -2.818519  4.707490  -0.125522
C  -1.493248  4.374332  -0.337379
C  -1.103274  3.034337  -0.451859
P  0.628243  2.559530  -0.810426
C  1.037707  3.306257  -2.425824
C  1.075316  4.828787  -2.593558
C  1.194216  5.208031  -4.092335
C  1.662921  4.036241  -4.951202
C  0.648531  2.887820  -4.896320
C  0.100932  2.675756  -3.469041
C  1.709880  3.226677  0.518338
C  3.167621  3.239573  0.027933
C  4.122337  3.575577  1.172910
C  3.767004  4.928738  1.779548
C  2.321993  4.926570  2.268940
C  1.344124  4.578171  1.142675
H  -2.779065  -0.424549  1.649704
H  -1.217687  0.269305  2.125906
H  -1.299048  -1.391972  1.546031
H  -4.364234  -0.064024  -1.150710
H  -5.565565  -1.729264  -2.477965
H  -4.318674  -3.588744  -3.545443
H  -1.907141  -3.730232  -3.316320
H  0.101317  -1.890741  -4.295277
H  2.777580  -2.285389  -2.936877
H  2.235841  -1.056617  -4.065682
H  3.229807  -3.845024  -4.669380
H  3.727138  -2.318512  -5.365984
H  2.334420  -3.527918  -7.009612
H  1.449458  -2.125878  -6.449524
H  0.894004  -5.037855  -5.950315
H  -0.231645  -3.700837  -6.099281
H  1.326754  -4.584706  -3.645380
H  -0.394213  -4.411322  -3.855646
H  -0.035196  -2.746441  0.199682
H  -0.110087  -4.985884  -1.851140
H  -1.324905  -4.493221  -0.682126
H  -0.252891  -6.517356  0.157237
H  0.275965  -5.181296  1.157377
H  1.846567  -6.786216  -0.866281
H  2.342616  -6.197466  0.706115
H  2.352395  -4.762247  -1.953552
H  3.575305  -4.773555  -0.703674
H  2.521488  -2.568864  -0.723153
H  2.072099  -3.390702  0.752535
H  -4.143115  1.615034  0.040453
H  -4.810381  3.961192  0.166206
H  -3.103800  5.747638  -0.037845
H  -0.765901  5.169264  -0.395114
H  2.043603  2.920406  -2.614939
H  1.920605  5.236715  -2.037218
H  0.170850  5.281649  -2.193133
H  1.879670  6.048323  -4.201901
H  0.223806  5.545996  -4.464366
H  2.644490  3.697384  -4.606979
H  1.792880  4.359249  -5.984582
H  1.108375  1.969429  -5.271395
H  -0.183427  3.111726  -5.566151
H  -0.034704  1.597511  -3.271672
H  -0.891427  3.119674  -3.361543
H  1.611672  2.465060  1.304666
H  3.278482  3.992045  -0.760232
H  3.428362  2.277525  -0.406142
H  5.153067  3.572397  0.811978
H  4.042318  2.799514  1.942210
H  3.887464  5.705196  1.016048
H  4.446430  5.175785  2.596383
H  2.059963  5.900341  2.685837
H  2.213564  4.192656  3.074147
H  1.378324  5.366154  0.383426
H  0.333850  4.542381  1.548626
C  5.163370  0.077197  -1.213502
C  3.689961  0.038437  -0.985091
N  2.795210  0.310166  -1.881472
O  3.300992  0.963153  -3.009580
C  3.128943  -0.302727  0.290504
C  3.894657  -0.724288  1.498616
N  1.806259  -0.199598  0.389244
O  1.218271  -0.420138  1.458198
H  5.390094  0.399260  -2.224232
H  5.568600  -0.923436  -1.051639
H  5.656928  0.751761  -0.512739
H  2.797728  0.614369  -3.756685
H  4.965542  -0.615339  1.344110
H  3.679132  -1.766103  1.749385
H  3.592882  -0.126779  2.359823

Cartesian forces (eV/Å) of the 6 atoms listed first:
Ir -0.251 0.306 -1.014
C -0.162 -0.026 0.053
Si 0.368 -0.107 0.139
C -0.123 0.018 0.000
C 0.041 -0.032 -0.016
C 0.013 0.000 0.008

Values from the calculation:
- net charge = +1
- HOMO (eV) = -10.86
- orbital gap (eV) = 7.3388
- ΔE to the lowest compared entry with this formula, charge and spin (eV) = 0.000
- strongest force on any atom (eV/A) = 1.09

Results of the Löwdin charge analysis, in e, for atoms 1 through 2:
1 Ir 0.9155
2 C -0.1876

Computed, not measured: a 7-piece molecular cluster, C25H42ClN2O20S overall in a non-equilibrium geometry, with ωB97M-V/def2-TZVPD.

Atoms and positions in Å:
C  2.019000  -3.938883  1.715405
C  1.314141  -2.520996  1.769946
C  0.917199  -1.943185  0.368593
N  -0.282324  -2.534775  -0.257618
N  -1.374272  -2.661006  0.628686
C  -1.857811  -1.372829  1.212415
C  -3.116923  -1.563944  2.166201
C  -4.291585  -2.334324  1.462618
C  -4.121785  -3.867451  1.872549
S  -4.358659  -4.998003  0.456725
O  -3.119587  -5.100924  -0.388384
O  -4.715429  -6.371841  0.890145
Cl  -5.878566  -4.281298  -0.763796
H  3.110748  -3.780937  1.891998
H  1.900202  -4.407527  0.710788
H  1.663619  -4.599871  2.538737
H  0.451453  -2.499268  2.494304
H  2.057862  -1.800384  2.203234
H  0.815779  -0.839764  0.459180
H  1.771767  -2.138554  -0.329943
H  -0.016933  -3.494265  -0.505469
H  -1.247805  -3.381229  1.363988
H  -2.156270  -3.027608  0.056806
H  -1.094990  -0.862123  1.852938
H  -2.091679  -0.629918  0.406746
H  -2.745265  -2.056546  3.096671
H  -3.445282  -0.522887  2.409162
H  -4.168353  -2.251961  0.358482
H  -5.262360  -1.938787  1.826287
H  -3.126539  -4.047865  2.352085
H  -4.871326  -4.096457  2.672700
C  0.526583  2.302505  1.645922
C  1.815151  3.063954  1.575044
O  2.716299  2.229094  2.311553
C  2.224650  0.971882  2.274606
O  2.818156  0.001941  2.643776
O  0.967273  0.945395  1.759263
H  -0.090169  2.437556  0.761477
H  -0.061508  2.557962  2.532135
H  2.187113  3.168645  0.553429
H  1.739695  4.051877  2.026588
C  -0.795514  5.828796  0.927242
C  -0.991137  6.871632  -0.136146
O  -0.180755  6.384499  -1.206832
C  -0.048138  5.045587  -1.044155
O  0.428726  4.312200  -1.852113
O  -0.528652  4.645389  0.159373
H  -1.678715  5.697102  1.552987
H  0.074337  6.039961  1.575092
H  -2.027808  6.936076  -0.479006
H  -0.662148  7.860150  0.182427
C  0.018727  0.452110  -4.103720
C  -0.898957  -0.720719  -3.896305
O  -1.115740  -0.698698  -2.485016
C  -0.889142  0.568541  -2.060937
O  -1.146715  0.958913  -0.961324
O  -0.340386  1.325454  -3.033746
H  -0.129741  0.936290  -5.067296
H  1.073257  0.183219  -4.000538
H  -1.858902  -0.598849  -4.403788
H  -0.452034  -1.663832  -4.208005
C  3.674980  7.873734  1.712102
C  4.092739  7.468370  3.097179
O  2.840487  7.287727  3.761875
C  1.913845  7.029951  2.813836
O  0.796764  6.663830  3.039356
O  2.406181  7.232920  1.570353
H  4.370557  7.533671  0.946741
H  3.538312  8.953161  1.613298
H  4.639417  6.522383  3.110498
H  4.691262  8.229633  3.594516
C  5.525110  0.376024  -1.293142
C  4.050534  0.534729  -1.542518
O  3.756719  1.777529  -0.912441
C  4.914057  2.488988  -0.858418
O  4.980906  3.631790  -0.542817
O  5.976925  1.724969  -1.211183
H  6.032213  -0.155284  -2.097380
H  5.738265  -0.126135  -0.345950
H  3.810269  0.612477  -2.606539
H  3.462453  -0.271928  -1.104488
C  -4.427219  -7.962029  -2.754923
C  -3.313955  -6.960295  -2.883350
O  -2.424805  -7.591156  -3.801037
C  -3.155099  -8.474655  -4.532303
O  -2.752998  -9.042333  -5.493529
O  -4.404642  -8.620399  -4.019281
H  -5.394855  -7.494002  -2.577306
H  -4.240328  -8.697729  -1.968679
H  -3.650685  -6.011546  -3.311905
H  -2.819239  -6.763616  -1.936729

Cartesian forces (eV/Å) of the 6 atoms listed first:
C -0.034 0.712 0.226
C 0.609 -0.025 0.103
C 0.928 0.389 1.040
N 1.407 -0.500 -0.475
N -1.396 -0.202 0.408
C -0.883 1.819 1.338

Values from the calculation:
- net charge = +1
- HOMO (eV) = -12.32
- orbital gap (eV) = 8.5627
- strongest force on any atom (eV/A) = 5.99

Results of the Löwdin charge analysis, in e, for atoms 1 through 2:
1 C -0.0889
2 C -0.2205

no.,electronic energy (Eh)
1,-1237.06236
2,-1144.17094
3,-2935.86909
4,-3450.24626